Record 1
C4H8O2 | ωB97M-V/def2-TZVPD

Geometry as XYZ:
```
14
Properties=species:S:1:pos:R:3:forces:R:3:mulliken_charge:R:1
C 0.94045 -0.37063 -2.28716 3.1344 3.1774 3.8228 -0.781
C 1.98104 0.09873 -1.45173 -1.9373 -2.5827 -3.3332 0.081
O 2.13461 1.30726 -0.91572 -2.5644 1.3766 1.5180 -0.461
H 1.14025 -1.23012 -2.80668 0.0569 -2.1637 -0.9038 0.270
H 0.05254 0.20022 -2.44057 -0.4297 0.3014 -0.2341 0.255
H 2.87023 -0.53409 -1.30044 -0.4077 0.3966 -0.1812 0.310
H 1.20522 1.67623 -0.72123 2.1091 -0.4668 -0.6255 0.326
C -1.67057 0.60459 1.95743 0.3003 -0.4823 -0.3602 -0.724
C -1.84176 -0.77263 1.80644 2.9272 3.0957 -0.5926 0.166
O -0.84699 -1.44520 1.01224 -1.4866 0.3539 2.1977 -0.449
H -2.52572 1.28989 2.02557 0.1755 -0.6476 1.0358 0.223
H -0.68192 1.22358 1.89821 -1.6088 -1.6977 -0.7540 0.213
H -2.55026 -1.28855 2.49257 0.3173 -0.2498 -1.6859 0.321
H -0.20713 -0.75928 0.73107 -0.5863 -0.4109 0.0961 0.250
```
Forces are in eV/Å.

## Properties
**Orbital gap**: 0.34881 hartree
**SMILES**: C=CO.C=CO
**LUMO level**: 0.6 eV

***

Record 2
C5H12N | ωB97M-V/def2-TZVPD

Geometry as XYZ:
```
18
Properties=species:S:1:pos:R:3:forces:R:3:mulliken_charge:R:1
C 1.63978 -0.22020 -0.26888 2.9638 2.0950 -2.0792 -0.490
C 2.54001 0.78962 -0.54163 -5.3110 -0.9799 -1.5760 -0.604
C -1.05331 -0.17333 0.39651 -1.2244 0.2867 0.5413 0.476
C -1.51750 -1.35308 -0.32271 -4.2358 1.9841 0.4006 -1.270
C -0.85557 1.13574 -0.29857 -2.7656 -1.4033 -0.1688 -1.031
N -0.78533 -0.30649 1.64012 2.6813 3.9245 1.2815 -0.239
H 2.11755 -0.82934 0.47181 -0.8435 -1.2752 0.2075 0.274
H 0.81556 -0.45411 -1.00068 1.1747 0.0727 1.3605 0.307
H 3.38772 0.89821 -0.03617 3.3968 0.0481 2.4423 0.306
H 2.38469 1.64692 -1.19056 -0.3272 -0.4259 -0.5420 0.276
H -1.13458 -1.25473 -1.27070 0.5704 -0.2936 -2.4509 0.366
H -2.71346 -1.31765 -0.39308 2.5408 -0.1067 0.0778 0.333
H -1.20477 -2.20919 0.14062 0.5694 -2.3480 1.0528 0.525
H -1.61729 1.90817 -0.24591 -0.4975 -0.2027 0.9489 0.339
H -0.96255 0.83608 -1.30583 0.8802 0.2930 -1.4799 0.345
H 0.04325 1.49544 0.01878 2.4143 1.3336 0.2090 0.465
H -0.91755 -1.14322 2.18378 0.1885 -0.2134 0.0687 0.243
H -0.16665 0.55115 2.02309 -2.1751 -2.7890 -0.2940 0.379
```
Forces are in eV/Å.

## Properties
**Orbital gap**: 0.34169 hartree
**LUMO level**: -4.5 eV
**Net charge**: +1

***

Record 3
C23H57BBr2ClF3O15P | ωB97M-V/def2-TZVPD

Geometry as XYZ:
```
103
Properties=species:S:1:pos:R:3:forces:R:3:mulliken_charge:R:1
C -3.34899 0.15147 0.95577 0.0591 -0.0360 0.2226 -1.554
C -2.16047 -0.80020 0.90809 0.2067 0.1015 -0.0515 0.298
C -1.63097 -0.96553 -0.51024 -0.1358 -0.1320 -0.1884 -0.072
O -0.36850 -1.61290 -0.51402 0.0026 0.0258 0.1493 0.102
C 0.81003 -0.96070 -0.97781 0.1447 -0.1498 -0.1598 -1.016
O 1.85159 -1.81403 -0.65028 -0.1382 -0.2782 0.0762 -0.512
B 2.12888 -1.58151 0.78727 0.3628 0.7539 0.3989 0.246
C 3.68377 -1.56534 1.23724 0.0277 -0.3147 0.0008 -0.242
C 4.47570 -2.88637 1.14945 -0.4531 0.1425 -0.1075 -0.858
C 5.45229 -3.02084 0.00661 0.1901 0.0037 0.1540 0.477
F 6.26732 -4.09887 0.25181 0.0731 -0.1636 0.0818 -0.338
Br 4.55838 -3.38432 -1.67912 -0.0271 0.0252 -0.1350 -0.127
C 6.43688 -1.84331 -0.23108 -0.0141 -0.0210 -0.1781 0.469
F 5.87790 -0.84246 -0.92510 0.0460 -0.0196 0.1298 -0.135
F 7.49441 -2.27579 -0.94445 -0.1070 0.0510 -0.0472 -0.282
Br 7.13149 -1.12689 1.43381 0.0432 0.0056 0.0497 -0.135
P 0.91124 -2.75163 1.91163 -0.7028 0.2562 -0.2745 0.941
O 0.67820 -4.09953 0.96149 0.2974 -0.3610 0.1387 -0.421
Cl 2.08385 -3.51307 3.53906 0.3046 -0.1303 -0.0873 -0.463
O 1.56045 -0.21327 1.04620 -0.0756 -0.2021 -0.2208 -0.911
C 1.21287 0.33157 -0.21290 0.1956 -0.0112 0.4315 3.283
C 0.23747 1.47110 0.06752 -0.1738 0.2730 -0.3568 -1.575
C -0.18963 2.41976 -1.09253 -0.1722 -0.0574 0.1493 -0.051
C -0.59658 1.77523 -2.39135 0.3381 0.3138 -0.0335 -0.091
O -1.73232 1.60289 -2.74521 -0.4401 -0.1722 -0.1147 -0.648
O 0.43736 1.44245 -3.19696 0.1509 -0.1892 0.2434 -0.380
C 2.49827 0.89751 -0.86115 0.0458 -0.0058 -0.1120 -2.083
O 3.13249 1.78730 0.05263 -0.1857 0.0245 -0.0304 -0.354
C 3.60618 2.96945 -0.53423 0.2267 0.1357 -0.0005 -0.070
C 4.75013 2.74754 -1.52197 -0.1858 0.0613 -0.2154 -1.140
H -3.72553 0.23120 1.97759 -0.0620 -0.0266 -0.0238 0.393
H -3.05131 1.15847 0.64612 -0.0728 -0.0435 -0.1222 0.219
H -4.17033 -0.18836 0.32018 0.0273 0.0593 -0.0408 0.367
H -1.34587 -0.42339 1.53034 -0.0414 -0.0523 0.0538 0.093
H -2.41398 -1.77494 1.32586 -0.0598 -0.0321 -0.0084 0.373
H -1.60498 -0.00999 -1.03829 0.0152 -0.0921 0.1163 -0.388
H -2.31683 -1.61039 -1.07532 -0.0144 0.0716 -0.0206 0.644
H 0.77510 -0.86783 -2.07154 -0.0834 0.1327 0.0409 0.023
H 4.19839 -0.74709 0.72762 -0.0332 -0.0101 0.0115 0.148
H 3.66425 -1.27749 2.29158 0.0330 0.0484 -0.0180 0.254
H 5.03978 -3.08740 2.06196 0.1103 0.0681 -0.0548 0.451
H 3.77614 -3.71979 1.04441 0.1313 -0.0925 0.0549 0.229
H 1.44425 -4.29041 0.40420 -0.1396 0.1056 -0.1394 0.324
H 0.74623 2.09040 0.80348 -0.0306 0.0647 -0.0011 0.516
H -0.66798 1.12206 0.55473 0.1675 -0.1624 -0.0097 -0.282
H 0.55970 3.18943 -1.28186 0.1760 -0.1927 -0.0908 0.359
H -1.08889 2.94077 -0.76714 0.0686 0.0694 0.1052 0.133
H 0.11374 0.82356 -3.87101 0.0019 0.1877 -0.1428 0.370
H 2.29196 1.41536 -1.80082 -0.1326 -0.0054 0.0299 0.767
H 3.16882 0.06621 -1.08400 0.0130 0.0094 -0.0077 0.516
H 2.79266 3.52432 -1.02684 -0.0113 -0.0648 -0.0061 0.054
H 3.95292 3.59443 0.29203 -0.0049 -0.0736 0.0470 0.457
H 5.40406 1.94685 -1.17472 0.0654 0.1078 0.0823 0.161
H 5.31919 3.67151 -1.64928 0.0776 -0.0531 0.0563 0.429
H 4.37721 2.47232 -2.51138 -0.0033 -0.1121 0.0549 0.270
C -2.02102 -5.63646 -0.38936 0.0191 0.1656 0.0774 -0.529
O -2.42353 -4.42879 0.23975 0.0748 -0.0137 -0.0737 -0.515
H -2.87361 -6.31357 -0.40899 -0.0447 0.0517 -0.0059 0.239
H -1.69970 -5.44546 -1.41878 0.0400 -0.1225 -0.0177 0.197
H -1.20220 -6.10772 0.16136 0.0324 -0.0318 -0.0713 0.240
H -1.64622 -3.85300 0.24197 0.0466 0.0295 0.1151 0.225
C -2.54260 -4.19743 4.43276 0.0439 -0.0542 -0.1149 -0.652
O -1.76523 -3.34948 3.61703 -0.2799 -0.0563 0.2263 -0.379
H -3.07858 -3.56336 5.13905 -0.0077 -0.0082 0.0082 0.216
H -3.27703 -4.76857 3.85343 -0.0147 -0.0008 0.0125 0.261
H -1.92391 -4.90043 5.00222 -0.0123 -0.0001 0.0221 0.261
H -1.26831 -3.88156 2.98474 0.0653 0.1778 -0.0352 0.192
C -4.49428 -6.68195 -3.41331 -0.0535 -0.2887 0.1426 -0.400
O -4.69081 -7.46522 -2.23422 0.0475 0.0347 -0.0816 -0.515
H -4.19871 -5.68462 -3.09590 -0.0050 -0.0081 0.0467 0.131
H -3.69709 -7.10789 -4.02979 0.0198 0.0951 -0.0443 0.302
H -5.41782 -6.62389 -3.99000 0.0487 0.1277 -0.0858 0.207
H -4.94575 -8.34705 -2.51888 -0.0037 0.0157 0.0786 0.277
C -1.91866 4.62614 1.68421 0.0475 -0.0069 0.0550 -0.698
O -0.54757 4.29061 1.66921 0.0241 -0.0013 -0.0584 -0.369
H -2.30813 4.45154 0.68163 -0.0200 0.0054 0.0027 0.316
H -2.48695 4.00440 2.38457 -0.0154 -0.0167 -0.0239 0.248
H -2.08135 5.67732 1.94494 -0.0109 0.0053 -0.0135 0.273
H -0.19517 4.43534 2.55676 -0.0436 0.0983 -0.0119 0.281
C 0.05467 6.40422 5.17215 -0.0010 -0.0677 -0.0570 -0.583
O -0.34341 5.26289 4.41963 -0.0819 -0.0591 0.0562 -0.459
H 0.70441 6.99456 4.53288 0.0021 0.0162 0.0147 0.246
H -0.80354 7.01585 5.45956 0.0108 0.0229 0.0003 0.256
H 0.60858 6.12297 6.06938 0.0157 0.0211 0.0006 0.269
H -0.91609 4.71408 4.96364 0.0537 -0.0060 -0.0105 0.237
C 0.55703 10.27715 6.09332 0.0291 -0.0264 -0.0037 -0.550
O 1.17368 9.04856 6.44878 0.0436 0.0543 0.0121 -0.474
H -0.51768 10.11206 6.12543 -0.0033 0.0110 -0.0038 0.217
H 0.80795 11.07723 6.79518 -0.0176 0.0025 0.0077 0.266
H 0.83065 10.59299 5.08299 -0.0175 -0.0021 -0.0084 0.269
H 2.12742 9.16895 6.42458 -0.0324 -0.0376 0.0029 0.279
C -6.44330 -3.95850 -5.11771 -0.0259 -0.0247 0.0259 -0.529
O -7.07019 -5.23509 -5.09166 -0.0923 0.0313 -0.0768 -0.488
H -5.37003 -4.13321 -5.12734 0.0031 0.0116 0.0025 0.205
H -6.71325 -3.39272 -6.01337 0.0180 -0.0009 -0.0097 0.277
H -6.68979 -3.36689 -4.23299 0.0206 -0.0007 0.0102 0.275
H -8.02278 -5.10727 -5.07796 0.0387 -0.0007 0.0226 0.277
C 0.89440 1.78552 -7.30618 0.0215 -0.0262 0.0282 -0.604
O 0.32045 1.28862 -6.10866 -0.1300 0.0782 -0.0151 -0.456
H 1.40427 0.95201 -7.78414 0.0040 0.0063 -0.0080 0.221
H 0.13405 2.16993 -7.99204 0.0009 -0.0134 -0.0110 0.254
H 1.62561 2.57405 -7.10802 0.0138 -0.0096 -0.0047 0.269
H -0.13725 2.01361 -5.66998 0.0261 -0.0185 -0.0035 0.278
```
Forces are in eV/Å.

## Properties
**Orbital gap**: 0.21633 hartree
**LUMO level**: 1.8 eV
**Net charge**: -1

***

Record 4
C10H39BN2O4 | ωB97M-V/def2-TZVPD

Geometry as XYZ:
```
56
Properties=species:S:1:pos:R:3:forces:R:3:mulliken_charge:R:1
N -2.45880 4.10219 -0.35534 -1.1784 1.5649 -0.1764 -0.268
H -3.00556 3.75738 0.42071 0.2046 -0.5738 0.3531 0.385
H -1.78924 3.49607 -0.80746 2.1516 -1.8963 -0.9253 0.024
H -1.95272 4.94864 -0.13737 0.2501 0.2001 0.4407 0.403
H -3.09304 4.36039 -1.09776 -0.4576 0.0204 -0.2988 0.402
N 0.11305 0.79571 -0.04607 0.5637 -0.3460 -0.3018 0.729
H -0.81583 0.70506 0.34003 -1.0903 0.0434 0.6860 0.261
H 0.85847 0.96957 0.61288 0.0536 -0.2650 -0.0533 0.307
H 0.12787 1.50043 -0.76943 -0.2911 1.6593 -1.1097 0.229
H 0.26791 -0.09021 -0.50571 0.4238 -0.6149 0.3034 -0.301
B -2.62205 -0.03375 0.95431 -0.3392 -0.2138 0.1918 1.383
H -1.79127 -0.59632 0.55737 3.0722 -2.2430 -1.8775 -1.064
H -2.57570 1.00668 0.67217 0.3247 4.5054 -1.3403 -0.766
H -3.56357 -0.45962 0.64379 -3.4876 -1.5492 -1.2845 -0.200
H -2.52492 -0.12426 2.02511 0.3033 -0.1725 4.2376 -0.241
C -0.03636 3.25460 -3.06069 0.5920 -0.5010 0.0943 -0.804
O -0.25520 2.96858 -1.74698 -0.9612 0.2907 2.2813 -0.935
H 0.08149 2.29109 -3.55652 -0.4710 -0.0389 -1.1019 0.169
H -0.77780 3.92598 -3.49385 -0.5455 -0.1755 -0.5198 0.283
H 0.90745 3.75712 -3.27230 0.5790 0.3876 0.1848 0.235
C -0.67994 -1.29813 -2.62783 0.0291 -0.4695 0.1632 -1.122
C 0.76129 -1.65921 -2.28460 1.5680 0.7124 -0.7015 -0.071
C 1.78385 -0.55924 -2.67483 -0.8315 0.2015 0.2988 -0.877
O 0.89762 -1.96101 -0.89487 -0.5011 0.1349 0.0082 -0.403
H -0.81383 -1.17124 -3.70211 0.1382 -0.2788 -0.0426 0.453
H -1.07382 -0.37619 -2.20006 0.3968 0.1244 0.3024 0.187
H -1.32242 -2.09530 -2.25388 -0.1248 -0.0374 -0.2006 0.289
H 1.15611 -2.51312 -2.83511 -0.8220 -0.4767 -0.2506 0.419
H 2.82359 -0.83359 -2.49663 -0.0511 -0.3015 0.0413 0.349
H 1.57801 0.32639 -2.07368 0.1340 0.2438 -0.2718 0.040
H 1.66551 -0.31629 -3.73080 0.0438 0.1161 0.0037 0.405
H 1.71685 -2.45051 -0.79072 0.0569 0.0157 0.2037 0.250
C 2.89729 2.76232 1.59326 1.0385 -0.3788 1.0050 -1.114
C 2.72759 1.30894 2.13390 -0.4529 3.4355 0.6994 0.192
C 1.53192 1.10150 2.99580 0.2069 -1.5354 0.5170 -1.465
O 2.62670 0.49056 1.03682 0.7707 -1.5331 -0.9365 -0.488
H 2.98416 3.46592 2.42121 -0.1625 0.0790 0.0998 0.378
H 2.20063 3.16429 0.85760 -0.1849 -0.4937 -0.0073 0.217
H 3.90726 2.70283 1.18765 0.0304 0.5638 -0.5796 0.363
H 3.64100 1.12818 2.70056 0.0547 -0.3247 0.2172 0.457
H 0.59459 1.23510 2.45576 -0.0693 0.4268 0.5061 0.476
H 1.60762 1.55661 3.98335 -0.2864 0.5285 -0.3584 0.389
H 1.60902 0.03530 3.20880 -0.5222 -0.2895 0.1721 0.321
H 3.51642 0.54484 0.68036 -0.0814 -0.4289 -0.8320 0.292
C -1.09455 -4.85356 0.55056 2.1496 -0.5173 0.0230 -1.054
C -1.52849 -3.89243 1.64223 -1.2148 0.1032 -2.6305 0.416
C -0.54477 -2.87244 2.10399 1.3604 -0.4163 1.0654 -0.830
O -2.60854 -3.19107 1.01486 -1.4439 -0.9655 1.0155 -0.612
H -1.72906 -5.67415 0.21572 -1.0780 0.7954 0.1012 0.350
H -0.29466 -5.48634 0.93510 0.8803 0.2178 0.0396 0.377
H -0.72765 -4.25940 -0.28637 0.0429 -0.2822 -0.2563 0.029
H -1.79278 -4.61425 2.41503 -1.0101 0.8972 0.7171 0.246
H -0.96829 -2.08105 2.72240 -0.4623 -0.2560 -0.0192 0.282
H 0.03341 -2.35317 1.33968 -0.1867 -0.3423 -0.3639 -0.054
H 0.13933 -3.43906 2.73568 0.5767 0.2776 0.1676 0.482
H -2.31510 -2.40753 0.54417 0.3112 0.3721 0.3002 0.202
```
Forces are in eV/Å.

## Properties
**Orbital gap**: 0.27235 hartree
**LUMO level**: -0.3 eV

***

Record 5
C5H7NO2 | ωB97M-V/def2-TZVPD

Geometry as XYZ:
```
15
Properties=species:S:1:pos:R:3:forces:R:3:mulliken_charge:R:1
C 0.05010 1.96568 0.14984 0.0501 -0.5652 -0.2980 -0.860
C -0.70161 -0.41062 -0.18760 -4.1291 -1.5251 1.8514 0.472
C -2.06088 -0.34823 -0.15515 1.0811 0.8235 -1.1292 -0.975
C 0.98761 -1.75245 0.10251 5.7638 -0.5231 -0.1849 -0.249
C 1.53555 -0.23255 -0.09775 -1.9880 -2.6467 0.5749 0.399
H 1.02933 2.57857 0.15748 -1.7549 -1.1773 -0.0695 0.315
H -0.58015 2.14123 -0.74303 0.4118 0.9507 0.5605 0.334
H -0.61977 2.15810 1.09273 1.5601 -0.7376 -1.5984 0.268
H -2.36234 0.62772 -0.25050 -1.4124 2.2819 -0.2425 0.289
H -2.86959 -1.10572 -0.28009 1.5982 0.2833 0.3944 0.287
H 1.56615 -2.44369 -0.76561 -1.8824 1.6077 2.2722 0.255
H 1.34243 -2.06149 1.16118 -0.1261 0.1656 -1.8004 0.256
N 0.35064 0.49492 -0.10229 -0.1895 0.8425 0.6943 0.087
O -0.34238 -1.67556 0.11398 0.0238 -0.9152 -1.0469 -0.319
O 2.67491 0.06410 -0.19570 0.9934 1.1351 0.0220 -0.559
```
Forces are in eV/Å.

## Properties
**Orbital gap**: 0.33851 hartree
**SMILES**: C=C1OCC(=O)N1C
**LUMO level**: 0.8 eV

***

Record 6
C2H5BrOS | ωB97M-V/def2-TZVPD

Geometry as XYZ:
```
10
Properties=species:S:1:pos:R:3:forces:R:3:mulliken_charge:R:1
C 1.62725 0.71645 -0.51909 0.9575 0.6278 1.6572 -0.742
C -1.55284 -0.68916 0.87500 3.4635 0.2225 0.8492 0.412
O -1.48869 -1.65487 -0.04277 0.6368 -0.3499 0.5993 -0.354
S 1.76533 -0.04791 1.14115 -0.0481 0.2788 -0.7392 -0.125
Br -2.52802 0.82029 0.51044 -1.0202 1.0023 -0.3829 -0.116
H 2.55226 1.30870 -0.66928 -0.4356 -0.4113 -0.0611 0.302
H 0.81098 1.40397 -0.51295 -0.5765 0.6274 0.0905 0.259
H 1.46486 0.01293 -1.27884 0.0931 -1.0740 -1.0154 0.299
H -0.46352 -0.36903 1.13834 -1.6091 -0.7200 0.4310 -0.252
H -2.18760 -1.50136 -0.64198 -1.4613 -0.2035 -1.4287 0.315
```
Forces are in eV/Å.

## Properties
**Orbital gap (alpha / beta)**: 0.33922 / 0.22753 hartree
**LUMO level (alpha / beta)**: -0.1 / -2.0 eV

***

| no. | total energy (Ha) |
| --- | --- |
| 1 | -307.5603 |
| 2 | -252.1157 |
| 3 | -8313.2357 |
| 4 | -839.4705 |
| 5 | -399.8725 |
| 6 | -3126.5082 |